Record 1
{
  "formula": "C4H11NOS",
  "method": "ωB97M-V/def2-TZVPD",
  "e_above_lowest_kj_mol": 204.97,
  "smiles": "CN[C@H](CO)CS",
  "total_charge": 0,
  "elements": ["C", "N", "C", "C", "S", "C", "O", "H", "H", "H", "H", "H", "H", "H", "H", "H", "H", "H"],
  "xyz": [[0.5270, 0.8184, -1.9209], [-0.5243, -0.0701, -1.4257], [-0.3549, -0.5236, 0.0354], [1.0633, -0.8130, 0.5008], [1.1741, -2.4151, 1.3721], [-0.9540, 0.7770, 0.6479], [-0.8929, 0.7090, 2.1209], [0.2288, 1.3282, -2.8210], [0.6102, 1.6806, -1.2603], [1.4740, 0.2928, -2.1254], [-0.4265, -0.9204, -1.9748], [-1.1524, -1.2308, 0.2285], [1.3253, -0.0445, 1.2388], [1.6736, -0.6820, -0.3741], [0.3188, -2.0596, 2.3514], [-0.3318, 1.6438, 0.4758], [-1.9934, 0.9378, 0.4191], [-1.7649, 0.5713, 2.5113]],
  "forces_ev_per_a": [[-0.071, 0.222, 0.334], [0.678, -1.706, 0.221], [-1.816, 3.612, -1.495], [-1.276, 0.309, 1.014], [0.255, 0.060, -0.283], [0.694, -0.824, 3.033], [0.049, -0.176, -0.115], [-0.372, -0.319, -0.744], [0.646, -0.297, 0.323], [-0.017, 0.529, 0.246], [-0.393, 0.059, -0.152], [0.485, -0.819, -0.127], [0.187, -0.160, -0.282], [0.804, -0.674, 0.037], [0.158, 0.024, -0.194], [-0.083, 0.186, -0.640], [-0.129, -0.009, -0.810], [0.202, -0.016, -0.367]],
  "mulliken_charge": [-0.876, -0.458, 0.096, -0.573, -0.251, -0.582, -0.585, 0.319, 0.282, 0.320, 0.261, 0.402, 0.278, 0.292, 0.132, 0.197, 0.430, 0.317]
}

***

Record 2
{
  "formula": "C15H19AuN6O3S2",
  "method": "ωB97M-V/def2-TZVPD",
  "e_above_lowest_kj_mol": 14.70,
  "total_charge": 2,
  "elements": ["Au", "C", "C", "N", "N", "C", "S", "N", "N", "H", "H", "H", "H", "H", "H", "N", "C", "C", "C", "N", "C", "C", "H", "H", "H", "H", "H", "H", "C", "C", "C", "C", "C", "C", "C", "S", "O", "O", "O", "H", "H", "H", "H", "H", "H", "H"],
  "xyz": [[-1.0055, -0.6914, 0.8558], [1.4728, -6.0710, 0.4000], [0.4147, -5.2533, -0.2294], [-0.4549, -5.6672, -1.1142], [-1.2198, -4.6034, -1.3839], [-0.8628, -3.5339, -0.6953], [-1.5930, -1.9384, -0.9441], [0.1776, -3.9269, 0.0624], [0.8031, -3.1279, 1.0147], [1.5095, -7.0332, -0.1029], [1.2592, -6.2399, 1.4568], [2.4438, -5.5831, 0.3096], [-1.9592, -4.6784, -2.0728], [1.5688, -2.6042, 0.5976], [1.1285, -3.7180, 1.7743], [0.1497, 3.1695, 5.5566], [-0.1134, 2.3336, 4.5472], [-0.0176, 2.7443, 3.2014], [-0.2999, 1.8596, 2.2012], [-0.6710, 0.5810, 2.4284], [-0.7666, 0.1791, 3.7140], [-0.5031, 0.9978, 4.7743], [0.4138, 4.1254, 5.3893], [0.0637, 2.8738, 6.5147], [0.2718, 3.7545, 2.9499], [-0.2399, 2.1678, 1.1666], [-1.0832, -0.8406, 3.8789], [-0.6054, 0.6125, 5.7786], [-0.5982, 5.0674, -3.4964], [-0.2773, 3.6451, -3.1613], [0.9367, 3.0737, -3.5401], [1.2156, 1.7449, -3.2742], [0.2602, 0.9818, -2.6090], [-0.9541, 1.5221, -2.2055], [-1.2112, 2.8495, -2.4894], [0.7256, -0.6650, -2.2887], [1.3695, -1.2813, -3.3860], [-0.8258, -1.4611, -2.2785], [1.2041, -0.8507, -0.9559], [0.2979, 5.6274, -3.7542], [-1.0920, 5.5661, -2.6631], [-1.2754, 5.1050, -4.3510], [1.6703, 3.6710, -4.0648], [2.1521, 1.3107, -3.5962], [-1.7151, 0.9322, -1.7143], [-2.1646, 3.2734, -2.2012]],
  "forces_ev_per_a": [[-0.106, 0.224, 0.197], [0.022, 0.024, -0.014], [0.002, -0.010, 0.124], [0.014, -0.100, -0.016], [0.134, 0.026, 0.028], [-0.005, 0.196, -0.063], [-0.149, -0.268, -0.051], [0.012, 0.051, -0.123], [0.023, -0.072, 0.059], [0.002, -0.026, 0.004], [-0.008, -0.011, 0.006], [0.000, -0.005, -0.005], [-0.010, 0.032, -0.029], [0.001, -0.057, -0.122], [-0.015, 0.053, -0.058], [0.002, 0.004, 0.060], [0.006, 0.008, -0.021], [-0.016, -0.013, -0.003], [0.013, 0.065, 0.002], [0.020, -0.018, 0.051], [-0.034, 0.035, 0.054], [-0.020, -0.036, -0.030], [-0.007, -0.027, 0.003], [0.007, 0.021, -0.051], [0.004, 0.022, 0.000], [0.029, 0.001, -0.016], [0.018, -0.029, 0.006], [-0.002, 0.002, 0.025], [0.025, 0.075, 0.017], [0.019, -0.107, 0.017], [-0.054, 0.000, 0.050], [-0.046, 0.002, -0.078], [0.205, -0.069, -0.150], [-0.079, 0.079, 0.021], [0.036, -0.008, 0.014], [-0.539, -0.309, -0.289], [0.030, 0.122, 0.052], [0.265, 0.317, -0.053], [0.223, -0.130, 0.416], [-0.001, 0.003, -0.011], [-0.019, -0.001, -0.010], [-0.017, 0.009, -0.013], [0.003, 0.009, 0.003], [0.006, -0.042, -0.010], [0.011, -0.060, 0.014], [-0.004, 0.020, -0.006]],
  "mulliken_charge": [0.336, -1.358, 0.934, -0.699, 0.314, 0.421, -0.034, 0.548, -0.810, 0.354, 0.365, 0.378, 0.206, 0.244, 0.277, -0.430, 1.221, -0.736, -0.167, -0.424, -0.163, -0.737, 0.205, 0.207, 0.340, 0.443, 0.395, 0.350, -1.398, 0.723, -0.791, -0.756, 0.899, -0.152, -0.945, 1.184, -0.567, -0.352, -0.519, 0.389, 0.378, 0.321, 0.396, 0.442, 0.329, 0.436]
}

***

Record 3
{
  "formula": "C6H14FN3O",
  "method": "ωB97M-V/def2-TZVPD",
  "total_charge": 0,
  "elements": ["N", "C", "N", "C", "C", "C", "C", "C", "F", "N", "H", "H", "H", "H", "H", "H", "H", "H", "H", "H", "H", "H", "H", "O", "H"],
  "xyz": [[-2.1341, 1.5460, 2.1231], [-1.0823, 1.3387, 1.2392], [0.0942, 1.0013, 1.7630], [1.2407, 0.5708, 0.9140], [1.0333, 0.8857, -0.5529], [-0.4152, 0.7141, -0.9834], [-0.9390, -0.7344, -1.0748], [0.1124, -1.7983, -0.9295], [1.0271, -1.6940, -1.9442], [-1.2808, 1.5285, -0.0909], [-2.7493, 0.8080, 2.3981], [-2.2739, 2.4678, 2.4845], [-0.0853, 0.3238, 2.4994], [1.4396, -0.4697, 1.1332], [2.1218, 1.1095, 1.2472], [1.2766, 1.9356, -0.7088], [1.7476, 0.3207, -1.1381], [-0.5027, 1.1596, -1.9660], [-1.7470, -0.8883, -0.3629], [-1.3910, -0.8573, -2.0538], [-0.3435, -2.7829, -0.9914], [0.6319, -1.7780, 0.0207], [-1.2884, 2.5069, -0.3523], [2.7729, -4.0013, -1.0582], [2.7345, -3.2129, -1.6151]],
  "forces_ev_per_a": [[0.595, 0.385, -0.043], [-0.011, 0.650, 0.255], [-1.099, -2.143, -1.427], [0.381, 0.645, 0.190], [0.006, 0.369, 0.319], [0.389, -0.082, -0.286], [0.018, 0.446, -0.145], [-0.245, -0.850, 0.218], [0.059, 0.458, -0.373], [1.037, -0.408, 0.194], [-0.273, -0.113, -0.209], [-0.104, 0.094, 0.315], [0.452, 0.710, 0.871], [-0.116, -0.239, -0.065], [0.069, 0.112, 0.258], [0.083, 0.172, -0.029], [-0.078, -0.283, -0.155], [-0.113, 0.166, -0.128], [-0.019, -0.116, 0.254], [-0.152, -0.040, -0.151], [0.009, -0.163, -0.052], [0.235, -0.077, 0.041], [-0.921, 0.090, -0.097], [-0.288, 0.411, 0.250], [0.084, -0.194, -0.006]],
  "mulliken_charge": [-0.425, 0.122, -0.047, -0.613, -0.903, 0.227, -0.868, -0.320, -0.293, -0.271, 0.218, 0.204, 0.310, 0.360, 0.307, 0.429, 0.431, 0.451, 0.381, 0.303, 0.433, 0.101, 0.366, -1.063, 0.157]
}

***

Record 4
{
  "formula": "C34H34IN7OSr",
  "method": "ωB97M-V/def2-TZVPD",
  "e_above_lowest_kj_mol": 145.31,
  "total_charge": 0,
  "elements": ["Sr", "C", "C", "C", "C", "C", "C", "C", "N", "N", "C", "C", "C", "C", "C", "C", "N", "C", "C", "C", "C", "C", "C", "N", "H", "H", "H", "H", "H", "H", "H", "H", "H", "H", "H", "H", "H", "H", "H", "H", "H", "H", "H", "H", "C", "C", "N", "N", "C", "O", "C", "C", "C", "C", "C", "C", "C", "C", "C", "C", "C", "N", "H", "H", "H", "H", "H", "H", "H", "H", "H", "H", "H", "H", "I", "C", "H", "H"],
  "xyz": [[0.3046, -0.2782, 0.3437], [2.7403, -2.9177, 1.0795], [2.5344, -2.8512, 2.5839], [2.0270, -1.5469, 3.1544], [1.4817, -1.5230, 4.4338], [1.0486, -0.3225, 4.9642], [1.1883, 0.8355, 4.2131], [1.7547, 0.7243, 2.9578], [2.1528, -0.4382, 2.4218], [1.5312, -2.8163, 0.2446], [1.9426, -2.9640, -1.1519], [0.9258, -2.5225, -2.1825], [1.0990, -2.8804, -3.5130], [0.2220, -2.3774, -4.4581], [-0.8112, -1.5491, -4.0509], [-0.9223, -1.2570, -2.7038], [-0.0733, -1.7361, -1.7882], [0.5342, -3.8392, 0.5774], [-0.3698, -3.4900, 1.7426], [-0.8119, -4.4575, 2.6341], [-1.6969, -4.0859, 3.6353], [-2.1131, -2.7665, 3.7179], [-1.6217, -1.8619, 2.7899], [-0.7686, -2.2222, 1.8291], [3.2575, -3.8653, 0.8571], [3.4076, -2.1079, 0.7802], [3.5155, -3.0428, 3.0314], [1.8943, -3.6631, 2.9324], [1.3829, -2.4477, 4.9887], [0.5963, -0.2870, 5.9469], [0.8397, 1.7936, 4.5698], [1.8746, 1.6033, 2.3308], [2.2407, -4.0035, -1.3625], [2.8348, -2.3518, -1.3060], [1.9211, -3.5259, -3.7943], [0.3431, -2.6266, -5.5043], [-1.5138, -1.1299, -4.7566], [-1.7096, -0.6094, -2.3331], [1.0155, -4.8118, 0.7617], [-0.1136, -3.9597, -0.2940], [-0.4676, -5.4800, 2.5427], [-2.0582, -4.8212, 4.3431], [-2.8052, -2.4402, 4.4814], [-1.9027, -0.8111, 2.7837], [-0.7419, 2.5617, -3.3665], [0.0019, 1.8691, -2.2631], [-0.5467, 1.7254, -1.0316], [-1.6787, 2.2242, -0.7787], [-2.1227, 1.8995, 0.6280], [-1.5581, 0.7985, 1.1694], [-3.6505, 1.8131, 0.5510], [-4.3164, 0.7587, 1.1582], [-5.7022, 0.6711, 1.1106], [-6.4398, 1.6440, 0.4539], [-5.7808, 2.7024, -0.1595], [-4.3975, 2.7839, -0.1120], [1.3081, 1.3531, -2.4504], [1.9735, 1.4701, -3.7083], [3.2404, 0.9816, -3.8728], [3.9053, 0.3727, -2.7979], [3.2108, 0.2920, -1.6118], [1.9658, 0.7300, -1.4203], [-1.7901, 2.6470, -3.0833], [-0.6830, 2.0070, -4.3080], [-0.3718, 3.5743, -3.5625], [-3.7241, 0.0087, 1.6639], [-6.2076, -0.1581, 1.5915], [-7.5203, 1.5799, 0.4179], [-6.3482, 3.4645, -0.6798], [-3.8852, 3.5971, -0.6105], [1.4723, 1.9634, -4.5278], [3.7339, 1.0806, -4.8325], [4.9183, 0.0056, -2.8791], [3.6846, -0.1527, -0.7373], [-2.1740, 3.0333, 3.4907], [-1.7051, 3.1687, 1.4026], [-0.6234, 3.2701, 1.3494], [-2.1864, 4.0747, 1.0470]],
  "forces_ev_per_a": [[0.134, 0.163, 0.194], [-0.021, 0.018, -0.066], [0.001, 0.003, 0.013], [0.010, 0.004, -0.077], [0.006, -0.015, 0.004], [-0.015, 0.023, 0.014], [0.025, -0.016, -0.017], [-0.041, -0.026, 0.004], [-0.020, 0.020, 0.040], [-0.028, -0.062, 0.072], [0.043, -0.021, -0.050], [-0.032, -0.003, 0.027], [0.015, -0.004, 0.025], [0.015, -0.017, -0.028], [-0.013, 0.019, 0.020], [-0.007, 0.000, 0.012], [-0.065, -0.029, -0.107], [-0.020, 0.011, 0.072], [0.002, 0.051, -0.018], [0.008, -0.014, -0.005], [-0.002, 0.004, 0.001], [0.010, -0.014, -0.009], [-0.009, 0.019, 0.006], [0.015, -0.008, -0.037], [-0.003, -0.003, 0.017], [-0.011, 0.002, -0.001], [-0.002, 0.002, 0.003], [0.002, -0.005, -0.002], [-0.007, 0.008, 0.011], [0.001, -0.005, -0.001], [0.001, 0.003, 0.003], [-0.004, -0.005, -0.002], [0.010, 0.007, -0.026], [-0.002, 0.012, 0.002], [-0.006, -0.001, -0.024], [0.014, -0.009, 0.003], [-0.001, 0.001, -0.001], [-0.004, 0.001, -0.004], [-0.003, -0.005, -0.022], [0.005, -0.018, -0.003], [-0.005, -0.002, 0.007], [0.003, -0.003, -0.003], [0.000, 0.007, -0.003], [0.003, -0.001, -0.002], [0.009, -0.006, 0.007], [0.046, -0.001, -0.107], [0.055, -0.040, -0.037], [-0.116, 0.041, 0.072], [0.011, -0.017, -0.067], [0.018, -0.045, 0.019], [0.006, -0.002, 0.019], [0.003, 0.014, -0.009], [0.001, -0.006, 0.008], [-0.001, 0.005, -0.004], [0.001, -0.007, 0.007], [-0.005, 0.000, -0.007], [-0.048, -0.016, 0.064], [0.029, -0.001, 0.001], [-0.016, 0.002, 0.008], [0.014, -0.002, -0.008], [-0.001, 0.003, -0.010], [0.002, 0.000, 0.012], [0.002, 0.006, 0.000], [0.004, -0.005, 0.001], [-0.013, 0.005, -0.001], [-0.005, -0.007, 0.001], [0.001, 0.000, -0.001], [0.000, 0.001, -0.001], [0.002, 0.001, -0.001], [-0.001, 0.000, 0.000], [0.002, -0.001, -0.006], [-0.001, 0.002, -0.003], [-0.001, 0.000, 0.004], [-0.003, -0.002, 0.002], [-0.002, 0.003, 0.028], [0.010, -0.027, -0.035], [-0.001, 0.008, 0.005], [-0.002, 0.002, -0.001]],
  "mulliken_charge": [1.721, -1.101, -1.178, 0.942, -0.634, -0.557, -0.673, -0.217, -0.339, 1.430, -1.543, 0.776, -1.227, -0.461, -0.864, -0.680, 0.647, -1.049, 0.097, -0.939, -0.452, -1.251, -0.636, 0.759, 0.494, 0.220, 0.617, 0.193, 0.435, 0.424, 0.530, 0.521, 0.464, 0.582, 0.479, 0.420, 0.492, 0.486, 0.237, 0.519, 0.478, 0.407, 0.528, 0.688, -1.683, -0.369, 1.142, -1.259, 0.522, -0.144, -0.153, -0.038, -0.763, -0.354, -0.926, -0.250, 1.022, -0.973, -0.422, -1.021, -0.447, 0.132, 0.396, 0.389, 0.264, 0.166, 0.408, 0.383, 0.388, 0.371, 0.369, 0.412, 0.453, 0.550, -0.112, -1.376, 0.501, 0.635]
}

***

Number 1: HOMO -8.822 eV, orbital gap 9.67 eV. Number 2: HOMO -14.340 eV, orbital gap 7.21 eV. Number 3: HOMO -4.452 eV, orbital gap 2.34 eV. Number 4: HOMO -5.766 eV, orbital gap 5.99 eV.